Entry 1:
{"formula": "C28H48O24", "method": "wB97M-V/def2-TZVPD", "symbols": ["C", "C", "C", "O", "C", "O", "O", "H", "H", "H", "H", "H", "H", "C", "C", "O", "C", "O", "O", "C", "H", "H", "H", "H", "H", "H", "H", "H", "C", "C", "O", "C", "O", "O", "C", "H", "H", "H", "H", "H", "H", "H", "H", "C", "C", "O", "C", "O", "O", "C", "H", "H", "H", "H", "H", "H", "H", "H", "C", "O", "C", "O", "O", "C", "H", "H", "H", "H", "H", "H", "O", "C", "O", "C", "C", "O", "H", "H", "H", "H", "O", "C", "O", "C", "C", "O", "H", "H", "H", "H", "O", "C", "O", "C", "C", "O", "H", "H", "H", "H"], "positions_angstrom": [[-0.059, 0.000, -4.028], [0.043, 1.030, -5.136], [-0.997, 0.871, -6.269], [-1.466, 2.197, -6.515], [-1.134, 2.981, -5.479], [-1.362, 4.141, -5.373], [-0.470, 2.262, -4.549], [0.555, -0.874, -4.241], [-1.125, -0.175, -3.878], [0.269, 0.396, -3.067], [1.039, 1.168, -5.555], [-1.841, 0.235, -6.002], [-0.551, 0.485, -7.185], [1.413, -3.686, -3.023], [2.230, -2.645, -2.250], [3.641, -2.741, -2.534], [4.179, -2.040, -3.535], [5.317, -2.190, -3.869], [3.312, -1.184, -4.103], [3.913, -0.237, -4.986], [2.026, -4.325, -3.653], [0.581, -3.236, -3.567], [0.892, -4.333, -2.310], [2.203, -2.846, -1.182], [1.811, -1.661, -2.434], [3.230, 0.606, -5.039], [4.126, -0.676, -5.959], [4.865, 0.120, -4.592], [0.696, -0.850, 8.776], [0.952, -1.605, 7.487], [0.810, -0.673, 6.395], [0.377, -1.199, 5.230], [0.023, -2.324, 5.067], [0.347, -0.271, 4.267], [0.951, 0.999, 4.479], [1.526, -0.193, 9.036], [0.564, -1.570, 9.587], [-0.227, -0.273, 8.729], [0.257, -2.433, 7.377], [1.976, -1.978, 7.439], [0.314, 1.619, 5.112], [1.088, 1.477, 3.511], [1.932, 0.893, 4.940], [2.030, 3.593, -2.447], [2.408, 2.909, -1.158], [1.453, 3.133, -0.117], [1.575, 4.273, 0.574], [2.542, 4.986, 0.581], [0.463, 4.455, 1.272], [0.398, 5.647, 2.046], [2.660, 3.245, -3.266], [2.107, 4.675, -2.345], [1.001, 3.361, -2.733], [3.398, 3.269, -0.866], [2.514, 1.825, -1.209], [-0.649, 5.838, 2.283], [0.813, 6.499, 1.518], [0.867, 5.476, 3.017], [-1.780, -5.004, -0.516], [-0.913, -6.139, -0.484], [-0.202, -6.360, 0.625], [-0.328, -5.808, 1.685], [0.663, -7.341, 0.363], [1.545, -7.660, 1.442], [-1.878, -4.541, 0.465], [-2.747, -5.377, -0.846], [-1.355, -4.276, -1.203], [0.980, -7.940, 2.325], [2.212, -6.814, 1.596], [2.128, -8.502, 1.079], [-0.006, -2.700, 1.042], [-0.216, -1.562, 0.792], [-1.008, -0.727, 1.518], [-1.040, 0.564, 0.921], [-0.307, 0.353, -0.408], [0.496, -0.809, -0.083], [-2.067, 0.870, 0.714], [-0.643, 1.332, 1.588], [0.456, 1.069, -0.672], [-1.030, 0.131, -1.184], [-2.905, 1.755, -2.147], [-2.753, 2.932, -2.092], [-2.118, 3.545, -1.060], [-2.065, 4.942, -1.284], [-2.893, 5.148, -2.576], [-3.192, 3.815, -2.984], [-2.494, 5.505, -0.458], [-1.037, 5.273, -1.433], [-2.345, 5.643, -3.374], [-3.815, 5.703, -2.408], [-2.340, -2.729, 3.539], [-3.015, -1.772, 3.478], [-3.663, -1.285, 2.402], [-4.511, -0.192, 2.780], [-4.042, 0.136, 4.211], [-3.275, -0.983, 4.574], [-4.419, 0.571, 2.010], [-5.540, -0.562, 2.751], [-4.904, 0.296, 4.853], [-3.441, 1.049, 4.193]], "forces_ev_per_a": [[0.096, 0.261, -0.150], [-1.684, 0.203, 0.464], [0.508, -0.488, -0.222], [0.052, 0.087, -0.195], [0.356, -0.251, 0.254], [-0.305, 0.302, -0.085], [0.815, 0.163, -0.124], [-0.372, -0.239, -0.058], [0.084, -0.580, -0.063], [0.374, 0.256, -0.201], [0.105, 0.252, 0.226], [0.016, 0.063, 0.201], [-0.053, 0.081, -0.035], [-0.608, -0.157, 0.725], [-0.277, -0.490, 0.226], [-0.083, 0.451, -0.565], [-0.185, -0.628, 0.350], [0.271, 0.233, -0.131], [-0.054, 0.255, 0.059], [0.448, 0.193, 0.028], [0.015, 0.130, -0.160], [0.355, 0.109, -0.410], [0.289, -0.149, -0.009], [-0.201, 0.077, 0.000], [0.443, 0.188, 0.114], [-0.116, -0.114, -0.197], [-0.245, -0.017, -0.061], [-0.064, -0.098, 0.125], [0.047, -0.272, 0.190], [0.003, 0.329, 0.159], [-0.034, -0.070, -0.002], [-0.087, 0.089, 0.429], [0.192, 0.004, -0.103], [0.013, -0.048, -0.539], [0.194, 0.113, 0.329], [-0.062, 0.089, -0.035], [0.142, 0.032, -0.014], [0.020, 0.045, -0.162], [-0.010, 0.046, -0.224], [-0.068, -0.171, 0.092], [0.063, 0.034, 0.018], [-0.208, -0.167, -0.119], [-0.054, 0.027, 0.064], [-0.739, -0.234, -0.119], [1.127, -0.070, 0.093], [-0.362, 0.289, 0.084], [0.595, -0.273, -0.150], [-0.101, 0.211, -0.083], [-0.570, -0.103, -0.100], [-0.331, 0.083, 0.746], [0.177, 0.125, 0.062], [0.163, 0.006, -0.042], [0.006, -0.045, 0.037], [-0.172, 0.063, 0.326], [-0.318, -0.001, -0.307], [-0.050, -0.168, -0.373], [0.214, -0.050, 0.052], [0.395, 0.183, -0.219], [-0.093, -0.025, 0.458], [0.291, -0.111, -0.216], [-0.246, 0.235, 0.488], [0.041, -0.101, -0.272], [-0.064, -0.135, -0.298], [0.133, -0.074, -0.495], [0.106, -0.112, 0.043], [-0.028, 0.177, -0.173], [-0.128, -0.010, -0.135], [0.096, 0.184, 0.168], [-0.071, -0.005, 0.412], [-0.028, -0.054, 0.063], [-0.342, -0.127, -0.428], [1.113, 0.816, 1.442], [-0.466, -0.299, -0.377], [-0.470, 0.609, -0.461], [0.871, -0.482, 1.150], [-0.702, -0.491, -1.076], [-0.102, -0.261, 0.084], [0.482, -0.277, 0.008], [-0.528, 0.630, -0.175], [0.120, 0.010, -0.312], [0.011, -0.418, -0.156], [0.119, 0.146, 0.506], [-0.023, -0.039, 0.009], [-0.093, 0.798, -0.658], [0.244, 0.152, 0.157], [-0.239, 0.027, -0.235], [0.009, -0.290, 0.198], [0.082, -0.234, 0.109], [0.120, -0.147, -0.010], [-0.105, -0.206, 0.064], [0.032, -0.521, -0.412], [-0.188, 0.404, 0.653], [-0.106, 0.088, -0.155], [-0.176, -0.822, -0.134], [-0.344, 0.751, -1.158], [-0.034, 0.027, 0.157], [0.179, 0.260, 0.292], [0.031, 0.081, 0.117], [0.148, -0.223, 0.314], [0.189, -0.120, 0.250]], "homo_energy_ha": -0.3680, "orbital_gap_ha": 0.37361, "smiles": "C[C@H]1COC(=O)O1.CCOC(=O)OC.CCOC(=O)OC.CCOC(=O)OC.COC(=O)OC.O=C1OCCO1.O=C1OCCO1.O=C1OCCO1", "de_lowest_kcal_mol": 0.0}



Entry 2:
{"formula": "C4H7N2S", "method": "wB97M-V/def2-TZVPD", "symbols": ["C", "C", "C", "C", "N", "N", "S", "H", "H", "H", "H", "H", "H", "H"], "positions_angstrom": [[-0.407, -2.146, 0.608], [-0.724, -2.132, -0.534], [1.420, 0.584, -0.588], [0.529, 1.209, 0.542], [-1.870, 0.725, 0.131], [-0.767, 0.767, 0.533], [-3.295, 0.478, -0.079], [-0.084, -2.074, 1.584], [-1.060, -2.318, -1.494], [1.492, -0.540, -0.587], [2.396, 1.211, -0.562], [0.957, 0.911, -1.623], [0.331, 2.349, 0.668], [1.085, 0.977, 1.401]], "forces_ev_per_a": [[0.043, 0.229, -0.101], [-0.197, -0.403, -0.016], [-0.318, 2.552, -2.652], [1.798, 2.432, -1.429], [7.140, 0.584, 2.588], [-6.110, -1.644, -1.048], [-3.152, -0.434, -0.894], [0.443, -0.078, 1.497], [-0.347, -0.045, -1.365], [0.146, 1.460, 0.473], [-1.348, -1.650, 0.144], [0.838, -0.858, 1.888], [1.190, -1.406, -1.002], [-0.126, -0.739, 1.917]], "homo_energy_ha": -0.5365, "orbital_gap_ha": 0.32010, "de_lowest_kcal_mol": 149.6, "charge": 1}